Entry from the Open Molecules 2025 dataset: a molecular structure, C18H10F6N3O8PdS5Se (ωB97M-V/def2-TZVPD).

Structure (XYZ):
```
52
Properties=species:S:1:pos:R:3
C -0.3774 -2.3884 -4.2170
C -3.2741 0.4801 -6.7125
O 3.3594 -1.8380 7.0378
F 2.0670 0.9625 -3.3014
H 2.3519 -1.1000 4.5201
O 1.0202 2.2982 1.2859
C 0.9136 1.6080 -3.3400
O -0.9534 2.6190 -1.7848
H -1.4291 -0.0622 6.2177
S -0.0472 -2.5818 -2.5197
C -3.3596 -0.3214 -7.8425
C 0.3975 -0.5464 5.2618
S 0.3101 1.9778 -1.6397
H -3.6668 1.4885 -6.7281
C 1.2990 -1.2623 7.7469
C 1.7705 4.7070 0.7518
C -2.8544 -1.6130 -7.8100
S 1.9677 2.9166 0.3704
C -2.1736 -1.2928 -5.5404
C 3.2179 -2.1827 8.4081
Pd 0.2984 0.2143 1.0750
F 2.5460 5.4351 -0.0482
C -2.6797 -0.0005 -5.5574
H -0.6231 -0.7079 8.5188
F 1.0630 2.7389 -4.0286
O 0.7040 -0.3038 2.9453
Se -0.5349 -1.9644 0.7860
C 0.0131 -0.7940 7.6489
C -0.4265 -0.4359 6.3721
C -2.2615 -2.1080 -6.6584
C -1.5511 -1.7873 -2.1472
H -3.8200 0.0595 -8.7451
C 2.1235 -1.3716 6.6432
C -0.1523 -0.1436 3.9125
H -1.8634 -3.1105 -6.6256
C 1.7107 -1.0223 5.3856
O 0.3322 0.6324 -1.0501
F 0.0057 0.8529 -3.9560
O 1.9782 -1.6567 8.8750
H -2.9226 -2.2459 -8.6854
O 3.3570 2.6429 0.5245
F 2.1304 4.9270 2.0151
F 0.5070 5.0849 0.5905
H -2.6071 0.6112 -4.6684
S 0.6739 -2.8668 -5.4030
H 4.0345 -1.7409 8.9802
H 3.2118 -3.2733 8.5144
N -2.2211 -1.4099 -3.1729
N -1.5784 -1.7672 -4.3343
S -2.2048 -1.5192 -0.5427
O -1.2830 0.2770 3.8151
N 1.5009 2.8852 -1.1432
```

Results
LUMO energy: 1.79 eV
Maximum force: 0.0116 Eh/bohr
Charge: -1
Gap between HOMO and LUMO: 7.54 eV
Multiplicity: 1
Relative energy (zero: lowest compared OMol25 entry of this formula, charge and spin): 0.256 eV
HOMO energy: -5.8 eV

=====

Entry from the Open Molecules 2025 dataset: a molecular structure, C5H14N2O2 in a non-equilibrium geometry (ωB97M-V/def2-TZVPD).

Structure (XYZ):
```
23
Properties=species:S:1:pos:R:3
O 0.3157 1.7195 0.0321
H 0.6915 2.5431 0.3684
C -0.9446 -2.1233 -0.1183
C 1.2842 1.1405 -0.7942
H -1.4264 -2.7073 -0.9294
H -0.7281 0.3359 1.3081
H -0.6381 -1.0090 2.2459
C -1.8812 -1.2022 0.6384
N 2.2026 -0.0361 0.4698
H 2.3395 0.1923 1.4466
H 2.5855 1.8766 -2.3382
H -2.6288 -1.8794 1.0842
H -3.3711 0.2819 0.1857
N -1.2675 -0.4318 1.6990
H 2.7993 2.6287 -0.6379
C -2.6065 -0.2790 -0.3475
H 0.7988 0.4580 -1.4900
C 2.4176 1.8290 -1.2715
H 1.7582 -0.9493 0.3804
H -1.9001 0.4297 -0.7786
O 0.2261 -2.2815 0.1284
H -3.0832 -0.8477 -1.1454
H 3.0569 0.3114 -0.1359
```

Results
LUMO energy: 0.77 eV
Maximum force: 0.0590 Eh/bohr
Gap between HOMO and LUMO: 7.96 eV
Multiplicity: 1
Relative energy (zero: lowest compared OMol25 entry of this formula, charge and spin): 4.149 eV
HOMO energy: -7.2 eV

=====

- Among the records above, which one has the lowest HOMO energy?
  C5H14N2O2